Formula: C60H136N8O12
Source: the Open Molecules 2025 dataset
Level of theory: the ωB97M-V functional and the def2-TZVPD basis

Structure (ORCA input):
```
! wB97M-V def2-TZVPD RIJCOSX def2/J DEFGRID3
* xyz 0 1
C -12.09463 3.62350 -7.88167
C -10.58307 3.36346 -7.44057
C -10.19594 1.84456 -7.73226
C -9.73040 4.25339 -8.33232
C -8.29228 4.51955 -7.79219
C -8.36667 4.87232 -6.31066
C -9.16746 3.95051 -5.28557
C -8.32461 2.69986 -4.93064
C -9.51211 4.77543 -4.00513
N -10.51611 3.63355 -5.94954
O -11.30177 2.74706 -5.24575
H -12.75447 2.83399 -7.52195
H -12.45685 4.53363 -7.40360
H -12.32769 3.70631 -8.94324
H -10.70661 1.07414 -7.15450
H -10.29121 1.62160 -8.79495
H -9.13184 1.69107 -7.55275
H -9.68545 3.84478 -9.34183
H -10.21241 5.21370 -8.51559
H -7.72031 3.59191 -7.77191
H -7.88482 5.30078 -8.43388
H -8.75424 5.88672 -6.21645
H -7.35543 5.02146 -5.93220
H -7.66149 2.80152 -4.07156
H -7.70406 2.50793 -5.80596
H -9.00224 1.94156 -4.53835
H -10.26693 5.55849 -4.07710
H -8.65967 5.35226 -3.64640
H -9.89236 4.11315 -3.22738
H -11.88856 3.31858 -4.74511
C 10.88411 -0.52295 -1.87671
C 11.60824 0.58687 -2.63748
C 12.81633 0.99825 -1.85805
C 12.01022 0.09951 -4.05577
C 12.41007 1.24749 -5.05185
C 11.35341 2.30924 -5.07508
C 10.83823 2.85106 -3.71980
C 11.82988 3.98217 -3.27620
C 9.58270 3.63778 -4.07332
N 10.60206 1.71512 -2.79313
O 9.96921 2.04083 -1.68538
H 9.95380 -0.86573 -2.32961
H 11.57691 -1.35352 -1.74151
H 10.51068 -0.26264 -0.88632
H 13.19427 1.94377 -2.24697
H 12.70686 1.05288 -0.77495
H 13.54842 0.20538 -2.01137
H 12.90146 -0.52558 -4.11109
H 11.19646 -0.43719 -4.54346
H 13.28288 1.73502 -4.61757
H 12.57138 0.76496 -6.01583
H 10.51867 1.79675 -5.55326
H 11.72965 3.12702 -5.68971
H 12.41209 3.78825 -2.37535
H 11.28382 4.76462 -2.74924
H 12.35563 4.41804 -4.12574
H 9.82231 4.49296 -4.70527
H 9.04912 3.92663 -3.16782
H 8.81241 3.05126 -4.57408
H 9.05344 1.96962 -1.96450
C 3.22050 -1.84100 0.64094
C 2.21341 -2.02715 -0.49080
C 2.70212 -2.70448 -1.75728
C 1.03008 -2.85918 0.03594
C 0.12695 -2.27982 1.13183
C -0.45633 -0.97531 0.54104
C 0.71360 -0.03382 -0.04737
C 0.01953 0.96860 -0.85195
C 1.30144 0.68891 1.20193
N 1.68925 -0.70511 -0.95243
O 2.70003 0.15454 -1.45527
H 2.84515 -1.54098 1.61930
H 3.88024 -2.70237 0.74539
H 3.95068 -1.05517 0.44758
H 1.88111 -2.78379 -2.46984
H 3.53845 -2.22455 -2.26551
H 2.98921 -3.75530 -1.71924
H 0.38751 -3.28512 -0.73464
H 1.37651 -3.75809 0.54590
H -0.69844 -2.91223 1.45876
H 0.65066 -2.10199 2.07109
H -1.07899 -0.46681 1.27711
H -1.10282 -1.34827 -0.25337
H -0.78820 1.47555 -0.32406
H -0.37647 0.60832 -1.80141
H 0.79356 1.70250 -1.07636
H 0.57842 1.41989 1.56388
H 2.10460 1.34389 0.86426
H 1.60221 0.03043 2.01683
H 2.26832 0.42996 -2.26729
C 8.80096 -4.23004 11.25782
C 7.67411 -3.34701 10.93489
C 6.35305 -4.03075 11.33494
C 7.90736 -2.08703 11.85066
C 7.08590 -0.85427 11.53721
C 7.27355 -0.51255 10.05109
C 6.94242 -1.64926 9.05727
C 5.37742 -1.85297 8.82706
C 7.58417 -1.13317 7.75925
N 7.70583 -2.87203 9.53323
O 7.52987 -3.85947 8.66765
H 9.02376 -4.35068 12.31797
H 8.55034 -5.21604 10.86656
H 9.70235 -3.95479 10.71023
H 6.24586 -4.30432 12.38460
H 5.47616 -3.41533 11.13387
H 6.15705 -4.98173 10.83964
H 7.72248 -2.43508 12.86692
H 8.96216 -1.81341 11.87582
H 6.03258 -0.99703 11.77858
H 7.35066 -0.08687 12.26459
H 8.29065 -0.14006 9.92909
H 6.53043 0.28105 9.97321
H 4.93961 -0.90902 8.50243
H 4.79113 -2.07477 9.71877
H 5.23989 -2.74947 8.22251
H 7.65845 -1.87606 6.96507
H 8.62381 -0.83378 7.89200
H 6.95702 -0.36754 7.30253
H 8.43628 -4.10474 8.46801
C -2.44920 9.90368 -4.10543
O -2.18078 9.47050 -2.79278
C -2.72929 10.22195 -1.77559
C -2.28360 9.79931 -0.35334
N -0.91066 10.07735 -0.18934
C -0.35630 9.35782 1.01562
C -1.08567 9.75184 2.31165
O -0.62250 8.84029 3.39028
C -0.99944 9.35534 4.71650
H -2.20927 9.08901 -4.78869
H -1.72201 10.61881 -4.49001
H -3.48993 10.17366 -4.28457
H -3.81202 10.10002 -1.80603
H -2.52919 11.27388 -1.97929
H -2.56407 8.75956 -0.18492
H -2.91242 10.40414 0.30002
H -0.42807 9.80768 -1.03461
H 0.70055 9.57147 1.17538
H -0.42703 8.28191 0.85597
H -2.14894 9.55339 2.17681
H -0.93785 10.78906 2.61240
H -2.04714 9.08199 4.84186
H -0.80752 10.42323 4.82071
H -0.37244 8.81687 5.42716
C -8.82767 3.52976 3.50148
O -9.80373 2.83151 2.85659
C -10.46735 1.89776 3.76327
C -11.53607 1.21474 2.98545
N -12.69115 1.96583 2.78113
C -13.60908 1.59440 1.68435
C -14.65502 2.65207 1.36888
O -13.99722 3.77939 0.90619
C -14.80793 4.76108 0.17593
H -8.07208 2.83858 3.87492
H -9.07207 4.34966 4.17684
H -8.31328 4.00845 2.66819
H -10.80744 2.49461 4.60955
H -9.72724 1.16938 4.09464
H -11.88991 0.24547 3.33676
H -11.15089 0.91623 2.01045
H -12.51944 2.95717 2.69252
H -14.11238 0.63539 1.80721
H -12.94860 1.35594 0.85067
H -15.27343 2.94199 2.21836
H -15.31722 2.25003 0.60211
H -15.72498 4.99223 0.71787
H -15.04197 4.37726 -0.81705
H -14.24898 5.69555 0.12668
C -0.59971 0.81194 -7.50363
O 0.35741 -0.15821 -6.96455
C 0.51840 -1.21350 -7.92855
C -0.73497 -1.96474 -8.31686
N -1.72819 -2.23394 -7.20498
C -2.67693 -3.33285 -7.52886
C -1.88877 -4.71835 -7.55014
O -1.15815 -4.91885 -6.26974
C -0.87722 -6.27468 -6.01284
H -1.56436 0.30507 -7.52893
H -0.40833 1.29281 -8.46292
H -0.59627 1.65837 -6.81687
H 1.27609 -1.79837 -7.40708
H 1.07534 -0.84263 -8.78901
H -0.37043 -2.90893 -8.72147
H -1.25731 -1.41628 -9.10073
H -1.11207 -2.45931 -6.43706
H -3.22061 -3.05653 -8.43228
H -3.46230 -3.44779 -6.78181
H -1.21458 -4.78338 -8.40416
H -2.64232 -5.49288 -7.69282
H -0.29730 -6.84472 -6.73869
H -1.79598 -6.82214 -5.80245
H -0.36415 -6.30053 -5.05150
C 2.67591 -15.29384 5.04652
O 1.80837 -14.62092 5.96306
C 0.67245 -14.01297 5.35755
C 0.82712 -12.60710 4.72650
N 1.13020 -11.61912 5.79251
C 1.45642 -10.26764 5.23915
C 2.87678 -10.16311 4.74569
O 3.01294 -10.71882 3.44792
C 4.28410 -10.40790 2.73429
H 2.91653 -14.65236 4.19876
H 2.17544 -16.18880 4.67683
H 3.62670 -15.47334 5.54839
H -0.14562 -13.91245 6.07084
H 0.29255 -14.58718 4.51253
H -0.09516 -12.36023 4.20062
H 1.62718 -12.60737 3.98621
H 1.90804 -11.98429 6.32328
H 1.33687 -9.63325 6.11742
H 0.67326 -9.89167 4.58083
H 3.59886 -10.47034 5.50219
H 3.13185 -9.11189 4.61154
H 4.27689 -9.49830 2.13372
H 4.58891 -11.15484 2.00129
H 5.09544 -10.25748 3.44645
*
```

Properties
molar mass = 1161.8 g mol⁻¹
E_HOMO = -7.82 eV
HOMO-LUMO gap = 8.4 eV
energy relative to the best compared isomer or geometry (same formula, charge and spin) = 8.3750 eV
energy = -3708.0016 a.u.
strongest force on any atom = 5.6 eV/Å